C28H34BrCl6O2RuSSi as an isolated structure. Source: OMol25; level of theory: ωB97M-V with the def2-TZVPD basis set.

Structure (XYZ):
```
74
Properties=species:S:1:pos:R:3:lowdin_charge:R:1
H 7.03920 -2.56419 0.96495 0.11
C -4.21858 1.92915 1.79436 -0.18
H -4.53268 -2.04303 1.74263 0.08
C -3.52532 2.44738 0.71512 -0.09
H -2.22123 -0.69603 4.35277 0.09
H 7.73566 0.63250 -4.63405 0.11
H 4.61646 -2.01187 -5.91485 0.11
H -0.37389 -1.43112 2.68779 0.08
Ru 0.57689 0.46379 -0.93063 0.77
C -5.29045 2.67609 3.94134 -0.05
H -3.44073 -3.40406 2.04755 0.09
H 3.34679 -1.52532 -3.83699 0.07
H -6.83597 1.80297 0.96947 0.09
H -5.31452 1.68053 4.38611 0.07
C -3.50682 -2.39740 1.62621 -0.03
C -3.80379 0.68504 2.26264 0.01
H -7.57785 2.28844 2.50404 0.08
C 5.67692 -1.36649 -0.16962 -0.08
C 4.38984 -1.28859 -0.68578 -0.38
C -2.79548 -1.47081 3.84132 -0.06
O 2.50463 0.08880 -1.96059 -0.73
C -2.51608 -1.45565 2.32824 -0.52
H -6.11492 3.24729 4.37348 0.08
H -3.84847 -1.32807 4.08363 0.07
H 5.40027 -4.37250 1.35405 0.11
H -5.79426 4.08278 0.83026 0.08
C -6.69406 1.83175 2.05126 -0.04
H -4.36543 0.24591 3.07540 0.10
C 6.78248 0.15268 -4.45739 -0.07
C 6.25696 -0.72683 -5.39274 -0.07
Cl 1.07296 -2.85087 -2.91317 0.26
H 6.38829 -0.56614 -0.33712 0.11
H 1.04303 -0.67621 1.42854 0.00
H -4.35180 3.15133 4.23164 0.09
H -1.09468 -3.03289 2.60995 0.08
Cl 1.05044 1.73594 1.28137 0.56
C 1.49097 0.05654 0.77119 -0.62
C -5.58717 4.05584 1.90166 -0.07
H -6.62429 0.80211 2.40688 0.08
H -0.81404 -2.12291 1.11394 0.07
C 6.07054 0.43671 -3.30092 -0.11
Cl 1.73925 2.97919 -2.14018 0.51
H -6.42626 4.53668 2.40760 0.08
S 3.97526 0.19273 -1.59714 1.04
H -3.79486 3.39497 0.27184 0.09
Br -1.64912 2.45674 -1.39105 0.76
O -1.04944 -0.16185 0.06513 -0.42
H -4.69145 4.65035 2.09285 0.09
Cl 3.80911 3.15719 -4.21079 0.55
C 3.82964 -3.40033 0.26852 -0.05
C 5.02413 -1.33266 -5.17817 -0.05
H 3.10874 -4.18774 0.44455 0.11
H -2.50588 -2.43997 4.25227 0.08
Cl -1.93955 -2.07519 -2.13520 0.27
C 3.45667 -2.28575 -0.47035 -0.09
C 2.15397 2.66605 -3.83489 -0.99
H 6.44884 1.14775 -2.57684 0.11
Cl -0.24566 -0.06040 -4.12670 0.21
H 6.80744 -0.93718 -6.30028 0.11
C 4.31161 -1.07078 -4.01963 -0.05
C 6.03898 -2.48631 0.56037 -0.07
C -5.42998 2.62363 2.41360 -0.56
H 1.47985 3.24698 -4.45174 0.03
H 2.45715 -2.18376 -0.86901 0.03
Si -0.08649 -1.20586 -2.36837 -0.65
C 4.85152 -0.18856 -3.09655 -0.39
C -2.01479 0.50353 0.66137 -0.40
C -2.73518 -0.04393 1.75438 -0.07
C -2.46958 1.73377 0.17957 -0.55
C 5.11527 -3.50189 0.77845 -0.07
H 2.05184 1.60006 -4.00355 -0.03
H -3.28619 -2.45574 0.55867 0.06
H 2.57439 0.00455 0.76169 -0.01
C -1.10903 -2.03883 2.15568 -0.06
```

- <S²>: 0.7595
- Gap between HOMO and LUMO (alpha / beta): 7.4 / 7.2 eV
- Energy above the lowest of the compared OMol25 structures with the same formula, charge and spin: 1.275 eV
- 2S+1: 2

***

C28H34Cl3GeN6O11PSTi as an isolated structure. Source: OMol25; level of theory: ωB97M-V with the def2-TZVPD basis set.

Structure (XYZ):
```
86
Properties=species:S:1:pos:R:3:lowdin_charge:R:1
O 1.88922 -1.76822 1.86416 -0.06
C 4.73502 2.43098 1.72528 -0.06
H 0.87229 -4.28369 -6.08516 0.13
Ti 0.26210 0.20143 -0.11810 0.79
C -3.80129 1.13435 -0.96985 -0.12
H 1.76488 4.54091 -3.47630 0.05
O 0.54257 -1.66878 0.08728 -0.28
H 3.17790 1.57946 -2.02344 0.05
C 3.96753 -4.99225 0.05281 -0.01
H -3.81869 -3.20316 0.19104 0.06
C -2.44325 0.67846 -1.39225 -0.52
H -4.17765 1.98579 -2.88366 0.11
C -5.86088 2.27395 -1.57357 0.01
C 1.53509 -2.24548 0.79721 -0.58
H -0.82821 2.70439 -4.14218 0.06
N 2.72888 1.51542 0.89215 -0.15
H 1.76244 -5.53262 -2.48876 0.09
C 0.26474 -3.50699 -4.17314 -0.10
C 2.62729 3.49297 2.16089 -0.08
C 1.94670 2.48046 1.44470 -0.65
H 1.98491 4.31695 -1.72004 0.06
H -0.79208 -1.11021 -6.09347 0.12
P 1.04525 2.36350 -2.71189 0.59
H 2.02339 4.26330 2.61712 0.11
O -7.51942 2.30374 0.25445 0.02
Cl 1.05432 0.30550 4.03649 0.09
C -6.30195 2.00539 -0.30149 -0.22
C -1.43082 -1.97903 -5.87464 -0.19
H 0.65885 2.40321 -5.09005 0.06
C -4.58272 1.81430 -1.89609 -0.02
C -4.27012 0.86376 0.32230 0.07
Ge -0.32560 -0.29913 2.42349 -0.14
C 3.33026 -3.95318 0.67791 -0.03
N -0.46687 -2.33334 -3.67865 -0.05
N 0.61090 -0.64048 -2.25057 0.18
H 0.64135 -3.61146 -1.36290 0.08
H -2.12684 -1.09992 -4.01295 0.11
H 5.80651 2.36348 1.83422 0.11
H 0.36750 4.62229 -2.36898 0.06
O 3.57818 -6.98920 -2.88576 -0.09
H -7.16818 2.93923 2.18790 0.14
C -5.52864 1.31300 0.61478 -0.19
Cl -2.13277 0.82263 3.12499 0.06
C 2.18964 -5.05155 -1.62155 -0.03
O 5.17758 -6.97847 -1.36216 -0.08
H -2.41871 -2.84429 -4.15557 0.13
O 2.16594 0.52565 0.20522 -0.25
C 1.58188 -3.99797 -0.99032 -0.05
C 4.07163 1.46047 1.03826 -0.01
N -2.36274 -2.81544 -1.10350 -0.05
H 3.24816 2.25623 -3.67620 0.06
H -0.32724 -4.39403 -3.93749 0.14
C 0.08660 2.11552 -4.20671 -0.16
S 0.26988 2.39174 1.28937 0.73
C 3.41770 -5.55020 -1.12687 -0.19
H 4.53134 0.59315 0.58902 0.15
C -7.36144 2.00711 1.64317 -0.15
O -6.25061 1.13883 1.77407 0.03
C 2.13687 -3.40825 0.16144 -0.15
H 2.56698 0.63029 -3.37475 0.05
H 4.89136 -5.40360 0.43047 0.10
O -2.15159 0.59027 -2.57726 0.03
H -1.56261 -3.39488 -0.86335 0.05
C -1.72015 -2.03819 -4.38684 -0.10
H 1.22264 -3.58299 -3.66256 0.12
H -0.19681 1.06573 -4.25109 0.03
H -1.97960 -1.94597 -1.45386 0.01
H -2.53193 -2.46751 0.89554 0.00
H -6.47571 2.80864 -2.28407 0.11
H 3.74068 -3.51677 1.57998 0.11
H 4.48219 4.25482 2.85854 0.11
Cl -1.01024 -2.31091 3.03440 0.13
N 4.07318 -6.56050 -1.80362 -0.42
O 0.34598 1.86992 -1.48250 -0.48
H 1.12113 -2.53295 -5.89001 0.13
C 1.32166 4.13442 -2.56644 -0.16
H -3.66708 0.32522 1.03670 0.06
O -1.62352 0.36823 -0.41859 -0.20
C 2.66960 1.64128 -2.98596 -0.16
H -8.25768 1.51102 2.00959 0.13
N -3.11908 -2.48454 0.06604 -0.05
O -0.79709 -3.16243 -6.32871 -0.13
H -2.35789 -1.88161 -6.43826 0.13
C 3.98673 3.47519 2.29537 -0.07
C 0.44379 -3.37149 -5.67393 -0.18
C 0.10720 -1.44017 -2.92153 -0.21
```

- Charge: -1
- <S²>: 0.7738
- Gap between HOMO and LUMO (alpha / beta): 4.1 / 7.4 eV
- Energy above the lowest of the compared OMol25 structures with the same formula, charge and spin: 1.265 eV
- 2S+1: 2

***

A 7-piece molecular cluster, C28H34F7N7O3S overall. Source: OMol25; level of theory: ωB97M-V with the def2-TZVPD basis set.

Structure (XYZ):
```
80
Properties=species:S:1:pos:R:3:lowdin_charge:R:1
N -0.56994 -2.58076 7.39702 0.00
H 8.29855 -3.30509 -2.25349 0.09
C -9.96901 2.19452 -1.01330 -0.12
F -0.92608 4.66666 -2.48816 0.17
H 2.29592 -0.67625 3.10536 0.14
C -1.27563 -1.67878 6.64677 -0.15
H -1.99672 1.78372 -0.38771 0.15
H -1.07053 -4.23609 8.64846 0.10
C 0.65872 -1.89555 3.65309 -0.15
H 4.38320 1.66314 -0.01498 0.14
C -4.33169 1.11178 -1.67784 -0.59
C -1.43324 -3.44734 8.01237 -0.14
H 1.44919 -1.40927 -3.59363 0.07
C -10.10710 1.01619 -0.22950 -0.12
C -0.34587 -1.68473 1.65510 -0.10
H 1.91196 -3.82585 -4.77607 0.11
C -0.44811 -2.27581 2.94454 -0.10
C 6.21011 -2.95857 -2.78974 -0.15
C -1.89128 1.64642 -1.46667 -0.09
H -1.65880 0.59304 -1.63379 0.12
N 4.80295 2.49337 -0.39200 0.00
N 2.55689 -4.36706 -2.81274 0.01
S 0.58632 1.49818 -2.17875 0.63
C 0.81864 -0.96399 1.62514 -0.14
C 6.07971 -0.89219 -1.95634 -0.14
C 6.01016 3.01419 -0.01354 -0.14
C -3.17770 1.94136 -2.24275 -0.24
C 2.06309 -3.50786 -3.75916 -0.13
H 3.02503 -4.24060 -0.73478 0.11
C 5.09900 4.32205 -1.60107 -0.10
F 1.42572 2.46152 -3.06478 -0.10
H -3.60828 -3.58642 7.97333 0.09
H 5.85114 -3.84474 -3.28453 0.10
C 2.20655 -2.44685 -1.77758 -0.12
H -1.24125 -2.90548 3.31131 0.09
F -4.89408 1.70553 -0.61643 0.15
C 7.35499 -1.34136 -1.72807 -0.11
H 4.42700 -1.83405 -2.87989 0.11
F -1.35013 4.04061 -0.48542 0.20
H -1.04703 -1.78084 0.84241 0.09
H -3.41704 -1.43992 6.31797 0.09
F -5.29184 0.93152 -2.58485 0.17
H 0.96873 -2.12812 4.65634 0.09
C 4.24275 3.28162 -1.35906 -0.14
H 5.61159 0.05028 -1.72596 0.09
F 0.66175 4.06540 -1.20120 0.18
H -0.77788 -0.91238 6.07970 0.10
C 2.64805 -3.73190 -1.60491 -0.13
O 0.24016 0.36882 -2.96769 -0.22
C -2.60531 -1.97053 6.78639 -0.11
C -8.86702 0.70778 0.26329 -0.14
H -3.19696 3.78399 -2.90684 0.11
N 5.39279 -1.88279 -2.59766 0.02
H 2.81072 -5.32367 -2.97876 0.14
H 3.29045 3.03364 -1.78603 0.07
H -7.00644 1.67550 0.01186 0.11
H 2.15703 -1.68363 -1.01937 0.08
C -2.70536 -3.09475 7.65261 -0.11
C 1.82947 -2.30641 -3.14218 -0.12
N 1.42424 -1.09811 2.84438 0.01
H 0.42860 -2.60359 7.48789 0.14
H 7.08799 4.78911 -0.67933 0.09
N -7.98832 1.65102 -0.19223 0.01
H -8.12818 3.38474 -1.42424 0.11
H 6.61193 2.53431 0.73884 0.11
H -10.74818 2.71212 -1.54716 0.09
C -0.58686 3.80611 -1.53235 -0.69
H 4.94099 5.11554 -2.31205 0.09
C -8.64985 2.56034 -0.96931 -0.14
H -11.01191 0.46042 -0.04956 0.09
H 1.26030 -0.36618 0.84672 0.08
F -3.92466 -0.10301 -1.27989 0.15
O 1.27522 1.30306 -0.94978 -0.22
H -3.04930 1.63206 -3.28532 0.17
C 6.22307 4.15105 -0.74637 -0.11
H 8.14117 -0.78659 -1.24384 0.09
C 7.43769 -2.65764 -2.25792 -0.12
H -8.53782 -0.09971 0.89433 0.10
N -0.76093 2.43807 -2.01266 -0.07
O -3.60320 3.28568 -2.18600 0.03
```

- Gap between HOMO and LUMO: 8.2 eV
- Energy above the lowest of the compared OMol25 structures with the same formula, charge and spin: 0.127 eV
- SMILES: O=S(=O)(F)N(C[C@H](O)C(F)(F)F)C(F)(F)F.c1cc[nH]c1.c1cc[nH]c1.c1cc[nH]c1.c1cc[nH]c1.c1cc[nH]c1.c1cc[nH]c1